# C22H27BN4O3PdS3

A molecular structure, C22H27BN4O3PdS3 in a non-equilibrium geometry (the ωB97M-V functional and the def2-TZVPD basis, the Open Molecules 2025 dataset).

Element x y z (Å)
Pd -1.685 0.103 2.124
C -2.680 -2.352 3.417
C -2.374 -0.942 3.902
O -3.235 -0.037 3.942
N -1.243 -0.911 4.774
C -0.485 0.337 4.828
C 0.702 0.317 3.904
C 1.902 0.935 4.219
C 2.933 0.946 3.291
C 2.712 0.331 2.060
C 1.498 -0.280 1.827
N 0.501 -0.316 2.724
H -3.651 -2.362 2.932
H -2.689 -3.041 4.273
H -1.929 -2.678 2.699
H -0.627 -1.686 4.575
H -0.182 0.552 5.859
H -1.167 1.126 4.485
H 2.027 1.414 5.184
H 3.881 1.419 3.520
H 3.480 0.326 1.295
H 1.274 -0.752 0.878
S -0.626 -6.648 -2.624
C -0.815 -5.096 -2.024
S -1.976 -4.758 -0.787
C -1.603 -2.936 -0.888
N -0.621 -2.785 -1.718
N -0.182 -3.934 -2.356
C 0.844 -3.695 -3.304
C 1.425 -4.679 -4.109
C 2.405 -4.340 -5.030
C 2.839 -3.033 -5.175
C 2.278 -2.054 -4.365
C 1.299 -2.372 -3.443
S -2.472 -1.826 -0.020
H 1.112 -5.703 -4.023
H 2.833 -5.121 -5.650
H 3.599 -2.782 -5.905
H 2.606 -1.026 -4.458
H 0.859 -1.614 -2.815
C -1.378 2.359 -2.277
C -0.422 2.646 -1.110
C 0.979 2.876 -1.667
O -0.419 1.495 -0.282
B -1.273 1.659 0.836
O -1.615 3.042 0.868
C -0.944 3.768 -0.153
C 0.191 4.564 0.503
C -1.918 4.748 -0.805
H -1.032 1.453 -2.778
H -1.420 3.176 -3.002
H -2.377 2.155 -1.891
H 1.238 2.034 -2.312
H 1.713 2.925 -0.863
H 1.023 3.799 -2.253
H 0.891 3.888 0.995
H -0.240 5.214 1.268
H 0.725 5.181 -0.226
H -2.835 4.230 -1.081
H -1.477 5.207 -1.694
H -2.175 5.534 -0.092

## Properties
Gap between HOMO and LUMO (eV): 3.79
LUMO energy (eV): 4.3
ΔE to the lowest compared entry with this formula, charge and spin (kJ/mol): 162.1
Net charge: -2

Okay, here come the Löwdin numbers, in e, for every atom:
1. Pd 0.472
2. C -0.082
3. C -0.700
4. O -0.090
5. N 0.000
6. C -0.185
7. C -0.280
8. C -0.058
9. C -0.107
10. C -0.093
11. C -0.136
12. N 0.051
13. H 0.062
14. H 0.063
15. H 0.031
16. H 0.099
17. H 0.102
18. H 0.110
19. H 0.096
20. H 0.084
21. H 0.090
22. H 0.114
23. S 0.467
24. C -1.128
25. S 0.872
26. C -1.147
27. N -0.045
28. N -0.148
29. C -0.171
30. C -0.057
31. C -0.113
32. C -0.129
33. C -0.103
34. C -0.020
35. S 0.531
36. H 0.004
37. H 0.091
38. H 0.085
39. H 0.094
40. H 0.097
41. C -0.023
42. C -0.518
43. C -0.027
44. O -0.013
45. B -0.622
46. O 0.000
47. C -0.518
48. C -0.034
49. C -0.032
50. H 0.086
51. H 0.074
52. H 0.095
53. H 0.079
54. H 0.075
55. H 0.079
56. H 0.087
57. H 0.081
58. H 0.074
59. H 0.081
60. H 0.078
61. H 0.077

=====

# C24H21N6PdS4

A molecular structure, C24H21N6PdS4 (the ωB97M-V functional and the def2-TZVPD basis, the Open Molecules 2025 dataset).

Element x y z (Å)
Pd 0.233 1.692 -0.006
C 4.105 0.692 -0.827
C 4.495 1.451 0.261
C 3.772 2.592 0.564
C 2.671 2.914 -0.215
N 2.276 2.182 -1.268
C 2.998 1.098 -1.556
C 1.867 4.133 0.113
C 2.272 5.395 -0.281
C 1.480 6.482 0.064
C 0.330 6.263 0.796
C 0.005 4.962 1.156
N 0.751 3.913 0.823
H 4.630 -0.213 -1.103
H 5.340 1.156 0.869
H 4.034 3.220 1.406
H 2.663 0.520 -2.411
H 3.178 5.515 -0.862
H 1.761 7.483 -0.240
H -0.327 7.076 1.076
H -0.896 4.749 1.715
C -3.382 -0.687 1.446
C -2.725 0.213 0.450
C -1.851 -0.160 -0.495
C -1.207 0.860 -1.297
N -1.605 2.177 -1.214
C -2.515 2.523 -0.266
S -3.090 4.108 -0.055
N -3.022 1.549 0.552
C -0.520 0.451 -2.572
H -2.786 -1.586 1.582
H -4.395 -0.956 1.133
H -3.446 -0.189 2.416
H -1.578 -1.198 -0.625
H -3.676 1.878 1.243
H 0.205 -0.339 -2.370
H -0.012 1.313 -3.000
H -1.246 0.067 -3.296
S 2.184 -4.727 -1.338
C 1.490 -3.600 -0.317
S 2.176 -2.054 -0.005
C 0.842 -1.594 1.065
N -0.058 -2.532 1.120
N 0.334 -3.655 0.384
C -0.607 -4.726 0.349
C -0.188 -6.042 0.479
C -1.124 -7.065 0.448
C -2.475 -6.784 0.299
C -2.887 -5.463 0.182
C -1.957 -4.435 0.207
S 0.821 -0.051 1.808
H 0.862 -6.261 0.606
H -0.790 -8.091 0.548
H -3.201 -7.588 0.271
H -3.939 -5.226 0.072
H -2.270 -3.405 0.119

## Properties
Gap between HOMO and LUMO (eV): 6.75
LUMO energy (eV): 2.7
Net charge: -1

Okay, here come the Löwdin numbers, in e, for every atom:
1. Pd 0.436
2. C -0.101
3. C -0.067
4. C -0.024
5. C -0.279
6. N 0.078
7. C -0.160
8. C -0.244
9. C -0.020
10. C -0.072
11. C -0.065
12. C -0.152
13. N 0.082
14. H 0.097
15. H 0.106
16. H 0.117
17. H 0.104
18. H 0.113
19. H 0.101
20. H 0.102
21. H 0.074
22. C -0.023
23. C -0.321
24. C -0.049
25. C -0.473
26. N 0.012
27. C -0.893
28. S 0.469
29. N 0.053
30. C -0.064
31. H 0.061
32. H 0.081
33. H 0.083
34. H 0.099
35. H 0.111
36. H 0.062
37. H 0.069
38. H 0.079
39. S 0.503
40. C -1.129
41. S 0.936
42. C -1.134
43. N 0.010
44. N -0.156
45. C -0.214
46. C -0.050
47. C -0.087
48. C -0.104
49. C -0.086
50. C -0.015
51. S 0.478
52. H 0.085
53. H 0.099
54. H 0.094
55. H 0.099
56. H 0.089

=====

# C28H32BN9S3Ta

A molecular structure, C28H32BN9S3Ta (the ωB97M-V functional and the def2-TZVPD basis, the Open Molecules 2025 dataset).

Element x y z (Å)
Ta -0.008 -0.399 -0.149
C -0.267 -3.511 -1.382
C -0.159 -3.884 0.081
C 1.186 -3.463 0.556
C 1.994 -4.369 1.211
C 3.298 -4.033 1.531
C 3.760 -2.794 1.143
C 2.900 -1.926 0.506
N 1.606 -2.212 0.221
N -0.871 -2.156 -1.555
C -2.322 -2.378 -1.378
C -3.091 -1.164 -1.026
C -4.446 -1.127 -1.302
C -5.193 -0.046 -0.881
C -4.538 0.970 -0.208
C -3.182 0.867 0.016
N -2.438 -0.194 -0.372
C -0.566 -1.724 -2.948
C -0.960 -0.307 -3.191
C -1.494 0.136 -4.385
C -1.710 1.494 -4.557
C -1.369 2.364 -3.530
C -0.844 1.848 -2.365
N -0.656 0.528 -2.190
H -0.882 -4.225 -1.934
H 0.716 -3.506 -1.847
H -0.278 -4.958 0.208
H -0.946 -3.415 0.676
H 1.603 -5.351 1.441
H 3.939 -4.735 2.048
H 4.780 -2.486 1.327
H 3.259 -0.965 0.202
H -2.454 -3.095 -0.567
H -2.723 -2.851 -2.276
H -4.907 -1.948 -1.837
H -6.257 0.003 -1.076
H -5.067 1.848 0.136
H -2.665 1.663 0.513
H -1.037 -2.398 -3.666
H 0.515 -1.813 -3.086
H -1.724 -0.571 -5.171
H -2.128 1.870 -5.482
H -1.509 3.431 -3.628
H -0.560 2.499 -1.550
C -2.127 2.734 3.457
N -0.762 2.205 3.538
C -0.055 2.043 4.711
C 1.162 1.549 4.373
N 1.200 1.441 3.002
B 2.311 0.812 2.114
N 2.800 1.884 1.082
C 3.425 3.072 1.408
C 3.681 3.737 0.259
N 3.208 2.953 -0.774
C 3.350 3.285 -2.195
C 2.681 1.839 -0.246
S 2.085 0.494 -1.179
C 0.024 1.818 2.519
S -0.375 1.899 0.826
H -2.670 2.421 4.344
H -2.615 2.330 2.577
H -2.108 3.820 3.406
H -0.475 2.296 5.669
H 2.006 1.286 4.988
H 3.217 0.441 2.807
H 1.763 -0.077 1.496
H 3.644 3.340 2.427
H 4.166 4.683 0.080
H 4.396 3.218 -2.484
H 2.990 4.297 -2.358
H 2.767 2.585 -2.784
S -0.920 -1.595 4.264
C -0.648 -1.278 2.788
N -0.430 -1.052 1.610

## Properties
Gap between HOMO and LUMO (eV): 6.36
LUMO energy (eV): -10.0
Net charge: +3

Okay, here come the Löwdin numbers, in e, for every atom:
1. Ta 1.571
2. C -0.152
3. C -0.111
4. C -0.278
5. C 0.022
6. C 0.013
7. C -0.003
8. C -0.162
9. N -0.023
10. N -0.222
11. C -0.107
12. C -0.254
13. C 0.026
14. C 0.010
15. C -0.006
16. C -0.136
17. N 0.000
18. C -0.098
19. C -0.263
20. C 0.037
21. C 0.017
22. C 0.003
23. C -0.138
24. N -0.103
25. H 0.149
26. H 0.136
27. H 0.142
28. H 0.105
29. H 0.136
30. H 0.137
31. H 0.133
32. H 0.031
33. H 0.142
34. H 0.154
35. H 0.140
36. H 0.138
37. H 0.130
38. H 0.011
39. H 0.153
40. H 0.143
41. H 0.139
42. H 0.138
43. H 0.132
44. H 0.056
45. C 0.031
46. N -0.082
47. C -0.003
48. C -0.008
49. N 0.007
50. B -0.440
51. N -0.001
52. C 0.002
53. C 0.012
54. N -0.090
55. C 0.018
56. C -0.642
57. S 0.738
58. C -0.618
59. S 0.783
60. H 0.111
61. H 0.063
62. H 0.116
63. H 0.148
64. H 0.145
65. H 0.111
66. H 0.009
67. H 0.145
68. H 0.148
69. H 0.114
70. H 0.109
71. H 0.064
72. S 0.936
73. C -0.832
74. N -0.182

=====

# H14LiO7

A molecular structure, H14LiO7 in a non-equilibrium geometry (the ωB97M-V functional and the def2-TZVPD basis, the Open Molecules 2025 dataset).

Element x y z (Å)
Li 0.447 -0.267 -0.018
O -0.626 0.828 -1.456
H -0.768 1.749 -1.602
H -0.346 0.461 -2.305
O 1.385 -1.452 -1.328
H 1.922 -2.231 -1.118
H 1.775 -1.053 -2.092
O 1.170 -1.300 1.865
H 2.072 -1.326 1.508
H 1.193 -0.665 2.550
O -1.405 -1.631 0.267
H -2.156 -2.210 0.165
H -1.392 -1.565 1.202
O 2.023 1.167 -0.205
H 1.767 2.071 -0.239
H 2.838 1.241 0.291
O -0.328 1.217 1.713
H 0.541 1.662 1.812
H -0.873 1.805 1.230
O -3.242 0.601 -0.380
H -2.433 0.118 -0.612
H -3.571 0.781 -1.250

## Properties
Gap between HOMO and LUMO (eV): 10.39
LUMO energy (eV): -3.6
ΔE to the lowest compared entry with this formula, charge and spin (kJ/mol): 42.9
Net charge: +1

Okay, here come the Löwdin numbers, in e, for every atom:
1. Li 0.701
2. O -0.064
3. H 0.064
4. H 0.081
5. O -0.072
6. H 0.086
7. H 0.051
8. O -0.042
9. H 0.060
10. H 0.028
11. O -0.040
12. H 0.071
13. H 0.030
14. O -0.063
15. H 0.044
16. H 0.073
17. O -0.046
18. H 0.060
19. H 0.029
20. O -0.056
21. H -0.023
22. H 0.027